[1]
Molecular formula: C6H6
Method: DFT, ωB97M-V/def2-TZVPD

Calculated values
* HOMO-LUMO gap: 10.953 eV
* structure (SMILES): C#CCCC#C
* HOMO energy: -9.9974 eV
* relative energy (zero: lowest compared OMol25 entry of this formula, charge and spin): 87.39 kcal/mol

Geometry (Å):
C -3.05 -0.17 -0.04
C -1.90 0.22 -0.02
C -0.50 0.68 0.05
C 0.47 -0.57 0.05
C 1.89 -0.19 0.05
C 3.04 0.13 -0.07
H -4.02 -0.63 -0.14
H -0.33 1.21 1.00
H -0.19 1.31 -0.77
H 0.28 -1.16 -0.84
H 0.25 -1.22 0.91
H 4.06 0.40 -0.18

=====

[2]
Molecular formula: N2O6P
Method: DFT, ωB97M-V/def2-TZVPD

Calculated values
* HOMO-LUMO gap: 10.197 eV
* structure (SMILES): O=[N+]([O-])P(=O)([O-])[N+](=O)[O-]
* HOMO energy: -6.7729 eV
* charge: -1
* relative energy (zero: lowest compared OMol25 entry of this formula, charge and spin): 0.00 kcal/mol

Geometry (Å):
O -1.04 -1.40 0.79
N -1.22 -0.44 0.09
O -2.27 -0.19 -0.54
P -0.04 0.88 -0.10
O -0.08 1.67 1.21
O -0.15 1.53 -1.45
N 1.31 -0.43 0.02
O 1.30 -1.30 -0.87
O 2.19 -0.32 0.84